[1]
An isolated ion of composition C4H10NS and charge +1. Source: the OMol25 dataset; level of theory: ωB97M-V/def2-TZVPD.

Calculated values
LUMO: -0.1342 Eh
energy relative to the best compared isomer or geometry (same formula, charge and spin): 82.0 kcal per mole
charge: +1
E_HOMO: -11.910 eV

The geometry in XYZ format:
```
16
Properties=species:S:1:pos:R:3:forces:R:3
C -1.213 -0.367 0.283 -0.91 1.77 -4.88
C -0.515 0.976 0.530 0.65 -2.81 0.47
C 0.079 -0.941 -0.255 0.80 3.06 1.43
C 0.979 -1.635 0.685 -0.36 -2.55 -0.14
N -0.424 2.125 -0.347 -1.37 0.82 0.03
S 0.535 -0.684 -1.904 -2.18 0.44 -1.25
H -1.432 -0.806 1.179 -0.77 -1.11 2.24
H -2.154 -0.461 -0.467 2.15 0.55 1.79
H 0.002 1.142 1.449 0.01 -0.16 0.45
H 0.965 -2.693 0.170 0.63 1.54 1.36
H 0.546 -1.747 1.700 0.03 0.04 -0.70
H 1.993 -1.258 0.837 -0.09 -0.11 -0.59
H 0.352 2.795 -0.116 -1.10 -0.63 0.39
H -1.402 2.607 -0.307 2.31 -0.49 -0.81
H -0.133 1.818 -1.278 -0.55 -0.13 -0.85
H 1.821 -0.871 -2.159 0.74 -0.24 1.06
```
Positions in Å, forces in eV/Å.

=====

[2]
One molecule with the formula C7H13ClO. Source: the OMol25 dataset; level of theory: ωB97M-V/def2-TZVPD.

Calculated values
LUMO: 0.0319 Eh
energy relative to the best compared isomer or geometry (same formula, charge and spin): 41.5 kcal per mole
E_HOMO: -8.915 eV

The geometry in XYZ format:
```
22
Properties=species:S:1:pos:R:3:forces:R:3
C 1.233 -0.451 0.054 -2.47 -1.78 -0.18
C 0.132 0.135 0.549 -2.17 0.74 -1.93
C 0.951 -1.613 -0.928 2.81 -1.63 1.20
C 2.646 -0.414 0.588 -1.51 1.27 -4.79
C -0.019 1.310 1.502 0.56 -3.38 -2.00
C -3.347 0.886 -0.782 0.48 1.13 1.75
C -1.359 -0.231 -0.158 3.52 0.71 0.07
O -2.207 0.855 0.064 1.41 -1.83 -0.73
Cl -1.927 -1.743 0.602 -0.69 -0.39 0.42
H 0.008 -2.035 -1.161 -1.12 0.31 0.22
H 1.474 -1.549 -1.839 0.56 1.01 -1.62
H 1.521 -2.551 -0.618 -0.66 0.95 0.53
H 3.261 0.040 -0.245 -0.15 -0.15 1.39
H 2.596 0.044 1.484 0.73 1.80 2.88
H 2.883 -1.407 0.647 1.16 -2.47 0.56
H -0.263 2.171 1.021 -1.00 2.39 -1.44
H -0.717 1.018 2.185 -2.07 -0.29 2.05
H 0.872 1.434 1.953 3.08 0.61 1.83
H -3.655 1.906 -0.484 -1.29 -0.93 -0.68
H -3.937 -0.005 -0.675 -1.10 -0.01 0.97
H -3.105 0.820 -1.791 0.97 0.51 -2.05
H -1.122 -0.584 -1.238 -1.06 1.42 1.54
```
Positions in Å, forces in eV/Å.

=====

[3]
A 2-piece molecular cluster, C4H7Cl3OSi overall. Source: the OMol25 dataset; level of theory: ωB97M-V/def2-TZVPD.

Calculated values
LUMO: 0.0176 Eh
energy relative to the best compared isomer or geometry (same formula, charge and spin): 0.0 kcal per mole
E_HOMO: -8.925 eV

The geometry in XYZ format:
```
16
Properties=species:S:1:pos:R:3:forces:R:3
C -0.354 -2.302 1.178 0.16 1.61 1.70
C -0.421 -1.355 0.271 0.38 1.12 2.55
C 0.012 -0.003 0.611 2.26 0.74 -1.76
C 1.883 0.081 -0.291 -2.20 0.55 1.57
O -0.562 1.099 0.120 -0.59 0.33 0.25
Si -1.458 1.970 -0.930 2.16 -0.98 -1.75
Cl 1.781 0.902 -1.837 -0.38 0.14 0.02
Cl 2.620 -1.448 -0.502 0.29 -0.86 0.10
Cl 2.767 1.073 0.872 0.21 0.11 0.02
H -0.555 -3.294 0.985 -0.58 -1.94 -0.42
H -0.219 -1.999 2.220 0.60 -0.38 -0.23
H -0.871 -1.564 -0.605 -0.80 -0.43 -3.39
H 0.216 0.245 1.641 0.68 -0.80 0.37
H -2.597 2.504 -0.314 -1.40 0.35 0.67
H -1.672 0.988 -2.067 -0.37 0.72 0.30
H -0.570 3.101 -1.350 -0.42 -0.27 -0.01
```
Positions in Å, forces in eV/Å.

=====

[4]
One molecule with the formula C12H11N3O4. Source: the OMol25 dataset; level of theory: ωB97M-V/def2-TZVPD.

Calculated values
LUMO: -0.0547 Eh
energy relative to the best compared isomer or geometry (same formula, charge and spin): 17.1 kcal per mole
E_HOMO: -8.089 eV

The geometry in XYZ format:
```
30
Properties=species:S:1:pos:R:3:forces:R:3
O 1.950 2.944 3.952 0.09 -1.35 -1.73
O -0.653 -1.830 1.253 -0.28 0.34 2.17
O -1.957 3.141 2.027 2.94 -2.05 0.57
N -1.441 0.885 0.253 0.85 2.20 3.29
O -0.156 -3.677 -2.759 -0.61 4.07 -3.11
C 1.283 2.461 3.000 4.83 1.06 4.35
C -0.750 -1.533 0.091 1.39 -1.21 1.13
C -0.842 2.532 2.080 -6.30 3.10 -2.89
C -1.665 -0.323 -1.752 1.96 -2.05 0.22
C -1.382 -0.343 -0.411 1.50 1.68 -1.86
C 0.907 0.910 1.205 -0.94 1.80 0.28
C -0.394 -2.392 -2.177 -1.52 -0.51 1.47
C 1.768 1.418 2.128 -1.19 -2.64 -0.52
C -1.144 -1.314 -2.702 0.61 -1.73 1.43
C -0.540 1.498 1.047 1.22 -5.11 -1.81
N 0.085 2.955 2.937 -2.83 0.73 0.33
N -0.123 -2.418 -0.762 -0.49 -1.18 -3.83
C 3.024 0.630 2.472 1.57 5.48 3.13
C -1.625 -1.217 -4.118 -0.50 0.47 -1.16
H -0.323 -3.445 -3.797 0.64 -1.26 3.52
H -2.152 0.512 -2.126 -0.90 1.52 -0.77
H 1.306 0.153 0.539 -0.57 -0.21 0.01
H -0.189 3.557 3.740 0.18 -0.44 -1.16
H 0.224 -3.337 -0.369 -0.64 1.76 -0.45
H 3.875 1.491 2.362 -1.41 -2.52 0.09
H 3.128 0.312 3.592 -0.63 0.58 -2.10
H 3.096 -0.154 1.828 0.67 -2.16 -1.74
H -1.145 -0.369 -4.670 -0.30 -0.49 0.56
H -2.724 -0.950 -4.041 1.15 -0.65 -0.59
H -1.442 -2.096 -4.821 -0.50 0.79 1.18
```
Positions in Å, forces in eV/Å.

=====

[5]
One molecule with the formula C3H2FNO. Source: the OMol25 dataset; level of theory: ωB97M-V/def2-TZVPD.

Calculated values
LUMO: -0.0144 Eh
energy relative to the best compared isomer or geometry (same formula, charge and spin): 17.1 kcal per mole
E_HOMO: -11.210 eV

The geometry in XYZ format:
```
8
Properties=species:S:1:pos:R:3:forces:R:3
C -0.358 -0.443 -0.085 -0.37 1.26 -0.69
C 1.013 0.120 -0.482 -0.99 2.06 -3.35
C -0.991 0.432 0.944 -0.42 1.35 1.43
H -0.947 -0.349 -1.038 0.31 -0.43 0.95
H 1.897 0.010 0.129 0.33 -0.27 0.46
N -1.398 1.193 1.732 0.80 -1.72 -1.73
O 1.029 0.751 -1.549 0.46 -1.49 2.65
F -0.245 -1.714 0.349 -0.11 -0.75 0.28
```
Positions in Å, forces in eV/Å.